52
Properties=species:S:1:pos:R:3:nbo_charge:R:1 method="wB97M-V/def2-TZVPD" e_homo_ha=-0.3395 total_charge=+1 spin_multiplicity=1 gap_ha=0.2141
Sr 0.659 2.363 -0.278 1.846
C -3.654 3.336 -2.314 -0.239
C -4.581 2.636 -1.560 -0.127
C -4.143 1.862 -0.501 -0.215
C -2.783 1.797 -0.214 0.180
N -1.889 2.487 -0.938 -0.559
C -2.323 3.229 -1.960 0.045
C -2.260 0.967 0.914 0.168
C -3.095 0.461 1.892 -0.230
C -2.536 -0.338 2.878 -0.124
C -1.183 -0.603 2.860 -0.234
C -0.388 -0.036 1.864 0.307
N -0.936 0.744 0.928 -0.579
C 1.131 -0.269 1.760 0.002
C 1.735 -0.579 3.120 -0.262
C 3.017 -0.269 3.357 -0.166
C 3.775 0.507 2.412 -0.381
C 3.046 1.108 1.445 0.029
N 1.713 0.945 1.234 -0.884
H -3.948 3.950 -3.153 0.243
H -5.635 2.687 -1.797 0.240
H -4.854 1.291 0.077 0.234
H -1.567 3.764 -2.525 0.194
H -4.151 0.682 1.904 0.227
H -3.160 -0.749 3.661 0.235
H -0.750 -1.228 3.623 0.237
H 1.158 -1.083 3.881 0.200
H 3.466 -0.543 4.304 0.221
H 4.825 0.713 2.543 0.226
H 3.531 1.857 0.807 0.159
C -0.257 -0.172 -2.112 -0.453
N 1.104 0.358 -2.272 -0.521
C 1.483 0.179 -3.675 -0.410
C 2.117 -0.245 -1.337 -0.272
C 1.721 -1.492 -0.570 -0.093
C 1.787 -2.698 -1.270 -0.197
C 1.415 -3.903 -0.706 -0.209
C 0.973 -3.917 0.608 -0.183
C 0.927 -2.735 1.324 -0.234
C 1.285 -1.503 0.775 0.069
H -0.902 0.308 -2.849 0.203
H -0.647 0.019 -1.118 0.211
H -0.303 -1.256 -2.265 0.206
H 0.830 0.777 -4.310 0.201
H 1.397 -0.869 -3.988 0.187
H 2.508 0.507 -3.835 0.207
H 2.370 0.490 -0.595 0.207
H 3.033 -0.416 -1.903 0.218
H 2.163 -2.680 -2.287 0.209
H 1.482 -4.820 -1.277 0.224
H 0.680 -4.846 1.079 0.221
H 0.612 -2.775 2.359 0.212


53
Properties=species:S:1:pos:R:3:nbo_charge:R:1 method="wB97M-V/def2-TZVPD" e_homo_ha=-0.2996 total_charge=0 spin_multiplicity=1 gap_ha=0.3087
C -3.557 0.634 -2.507 -0.374
N -2.397 -0.081 -3.135 -0.387
C -2.069 -1.412 -2.767 0.563
O -0.969 -1.904 -3.179 -0.626
C -2.619 -1.969 -1.708 -0.174
H -2.378 -2.968 -1.369 0.251
H -3.820 -1.860 -1.677 0.195
O -2.554 -1.393 -0.395 -0.559
C -1.854 -1.965 0.639 0.826
O -1.610 -2.999 0.622 -0.535
C -1.683 -1.003 1.807 -0.322
C -0.631 0.079 1.119 -0.421
H -1.014 0.745 0.067 0.220
H -0.618 0.991 1.830 0.225
C 0.748 -0.431 0.652 -0.231
N 1.291 -0.841 2.021 -0.764
S 2.035 0.378 2.886 2.430
O 2.322 1.455 2.210 -0.904
O 1.164 0.278 4.037 -0.989
C 3.435 -0.589 3.415 -0.568
C 4.775 -0.573 2.626 -0.222
C 5.623 -1.350 3.414 -0.302
C 5.151 -2.096 4.348 -0.410
S 3.504 -1.658 4.799 0.505
H 5.829 -2.999 4.790 0.268
H 6.641 -1.402 2.766 0.233
H 4.925 0.277 1.749 0.265
C 0.419 -2.081 2.545 -0.163
H 1.053 -2.160 3.585 0.234
C -0.933 -1.384 2.927 -0.403
H -1.512 -2.424 3.277 0.187
H -0.709 -0.768 3.648 0.247
H 0.404 -2.817 1.884 0.206
H 1.428 0.480 0.310 0.220
H 0.610 -1.125 0.002 0.185
H -2.701 -0.514 2.051 0.252
C -1.444 0.501 -4.127 -0.187
C -1.006 1.922 -3.211 -0.016
C -1.181 3.054 -3.728 -0.243
C -0.612 4.090 -2.964 -0.167
C 0.258 4.125 -2.096 -0.193
C 0.577 2.711 -1.456 -0.208
C 0.143 1.617 -2.271 -0.195
H 0.421 0.695 -2.041 0.202
H 1.447 2.390 -0.872 0.214
H 0.766 4.877 -1.763 0.206
H -0.813 5.298 -3.509 0.170
H -1.888 3.419 -4.667 0.234
H -2.185 0.785 -4.888 0.195
H -0.766 -0.162 -4.240 0.229
H -3.303 1.587 -2.605 0.212
H -4.364 0.291 -3.176 0.188
H -3.776 0.250 -1.677 0.202


103
Properties=species:S:1:pos:R:3:mulliken_charge:R:1 method="wB97M-V/def2-TZVPD" e_homo_ha=-0.3949 total_charge=0 spin_multiplicity=1 gap_ha=0.4061 smiles="CCOC(=O)OC.CCOC(=O)OC.CCOC(=O)OC.CCOC(=O)OC.CCOC(=O)OC.O=C1OCCO1.O=C1OCCO1.ClCCCl"
C -5.073 -3.220 -0.624 -0.608
C -6.256 -2.940 0.240 -0.394
O -5.873 -2.263 1.441 -0.057
C -6.837 -1.867 2.253 0.572
O -8.019 -1.980 2.100 -0.569
O -6.255 -1.284 3.292 -0.261
C -7.076 -0.820 4.344 -0.687
H -4.771 -4.268 -0.547 0.252
H -4.190 -2.584 -0.567 -0.181
H -5.236 -3.172 -1.709 0.432
H -6.708 -3.893 0.520 0.314
H -7.044 -2.386 -0.273 0.390
H -6.448 -0.312 5.068 0.221
H -7.527 -1.664 4.872 0.298
H -7.888 -0.188 3.989 0.298
C -0.802 7.807 2.712 -1.257
C 0.211 6.967 1.974 0.157
O 1.480 7.108 2.672 -0.295
C 2.588 6.516 2.237 0.752
O 3.648 6.620 2.781 -0.592
O 2.319 5.676 1.233 -0.222
C 3.410 5.319 0.371 -0.539
H -1.830 7.517 2.504 0.390
H -0.653 8.877 2.591 0.313
H -0.685 7.598 3.781 0.314
H 0.410 7.387 0.989 0.259
H -0.013 5.904 1.945 0.070
H 4.257 4.932 0.937 0.306
H 3.773 6.221 -0.121 0.405
H 3.041 4.592 -0.341 -0.081
C -0.287 -1.442 -1.090 -0.474
C -1.414 -0.610 -0.499 1.413
O -1.157 -0.113 0.828 -0.286
C -0.416 0.959 0.928 0.643
O -0.201 1.748 0.041 -0.395
O 0.143 0.999 2.128 -0.424
C 1.003 2.091 2.417 -0.493
H -0.574 -1.617 -2.134 0.340
H -0.345 -2.460 -0.702 -0.061
H 0.731 -1.066 -1.126 -0.017
H -2.298 -1.239 -0.474 -0.622
H -1.631 0.236 -1.151 -0.401
H 1.928 1.954 1.854 0.310
H 1.386 2.005 3.437 0.247
H 0.532 3.068 2.357 0.174
C 4.059 -8.270 -4.346 -1.078
C 2.769 -7.756 -3.763 -0.205
O 2.981 -6.440 -3.235 -0.349
C 2.935 -6.209 -1.929 0.774
O 2.958 -7.039 -1.064 -0.571
O 2.944 -4.905 -1.755 -0.317
C 2.698 -4.418 -0.450 -0.482
H 4.508 -7.625 -5.098 0.296
H 3.965 -9.286 -4.731 0.357
H 4.767 -8.351 -3.517 0.285
H 2.406 -8.367 -2.936 0.329
H 1.986 -7.665 -4.515 0.264
H 3.156 -5.029 0.331 0.338
H 1.627 -4.454 -0.237 0.124
H 3.118 -3.422 -0.343 0.237
C -0.531 0.664 -6.542 -1.169
C -0.527 0.140 -5.128 -0.306
O -0.672 1.203 -4.173 -0.128
C -1.880 1.634 -3.795 0.730
O -2.918 1.048 -3.923 -0.608
O -1.658 2.752 -3.103 -0.316
C -2.695 3.213 -2.227 -0.664
H 0.505 0.850 -6.831 0.329
H -1.080 1.590 -6.696 0.302
H -0.963 -0.101 -7.186 0.324
H 0.427 -0.310 -4.859 0.319
H -1.297 -0.623 -4.993 0.344
H -3.709 2.963 -2.534 0.357
H -2.605 4.292 -2.355 0.276
H -2.517 2.863 -1.213 0.177
O 5.285 3.009 -1.880 -0.576
C 4.227 2.453 -1.835 0.636
O 3.852 1.499 -0.982 -0.382
C 2.607 0.995 -1.394 0.044
C 1.958 2.196 -2.039 0.638
O 3.166 2.816 -2.564 -0.441
H 2.725 0.176 -2.118 0.255
H 2.053 0.544 -0.574 0.050
H 1.533 2.867 -1.290 -0.063
H 1.267 2.069 -2.865 -0.128
O 4.864 0.277 3.798 -0.538
C 4.423 1.304 4.206 0.664
O 4.287 2.399 3.449 -0.325
C 3.936 3.558 4.191 0.006
C 3.975 2.990 5.636 -0.393
O 4.114 1.578 5.492 -0.348
H 4.639 4.369 4.021 0.351
H 2.929 3.947 4.031 0.021
H 3.068 3.252 6.174 0.287
H 4.835 3.371 6.186 0.287
Cl -2.904 -2.987 2.272 -0.091
C -2.894 -4.783 2.406 -0.516
C -1.622 -5.298 1.782 -0.519
Cl -1.557 -5.008 0.033 -0.196
H -3.794 -5.130 1.907 0.252
H -2.899 -5.007 3.470 0.399
H -1.408 -6.351 1.953 0.439
H -0.774 -4.759 2.201 0.263


39
Properties=species:S:1:pos:R:3:nbo_charge:R:1 method="wB97M-V/def2-TZVPD" e_homo_ha="-0.2490 / -0.2827" total_charge=0 spin_multiplicity=2 s2=0.807 gap_ha="0.2338 / 0.2552"
Ti 0.386 0.233 0.104 1.019
C -3.090 0.215 1.776 -0.636
C -1.625 0.524 1.821 0.000
C -1.139 1.760 1.391 -0.151
C 0.222 2.085 1.492 -0.034
C 0.736 3.401 0.987 -0.634
C 1.101 1.147 2.067 -0.272
C 0.633 -0.112 2.492 -0.003
C 1.588 -1.107 3.084 -0.633
C -0.722 -0.412 2.363 -0.185
H -3.535 0.417 2.753 0.232
H -3.254 -0.833 1.536 0.246
H -3.595 0.832 1.036 0.232
H -1.828 2.496 0.982 0.242
H 0.762 4.141 1.789 0.230
H 0.096 3.773 0.187 0.246
H 1.746 3.286 0.589 0.239
H 2.149 1.407 2.204 0.257
H 1.721 -0.915 4.151 0.236
H 2.564 -1.038 2.602 0.241
H 1.209 -2.121 2.963 0.235
H -1.104 -1.360 2.732 0.248
O 2.555 -1.569 -1.305 -0.577
C 2.107 -0.450 -1.462 0.748
O 2.028 0.401 -0.459 -0.649
C 1.688 0.080 -2.789 -0.153
C 2.408 -0.342 -3.906 -0.159
C 2.095 0.107 -5.172 -0.242
C 1.010 0.957 -5.339 -0.183
C 0.276 1.372 -4.250 -0.222
C 0.604 0.957 -2.958 -0.136
S -0.417 1.545 -1.665 -0.145
H 3.212 -1.044 -3.751 0.229
H 2.674 -0.218 -6.024 0.215
H 0.725 1.282 -6.327 0.213
H -0.583 2.017 -4.365 0.219
O -1.921 -3.109 -0.878 -0.892
S -0.723 -2.438 -1.407 1.362
N -0.341 -1.226 -0.566 -0.979


33
Properties=species:S:1:pos:R:3:nbo_charge:R:1 method="wB97M-V/def2-TZVPD" e_homo_ha=-0.1649 total_charge=-1 spin_multiplicity=1 gap_ha=0.2628
C -2.258 2.467 0.705 -0.242
O -1.467 1.391 0.290 -0.590
C -1.058 1.553 -1.101 -0.287
B -0.068 2.818 -1.441 -0.181
C 1.092 2.942 -0.270 -0.670
C 2.145 1.914 -0.498 0.064
F 3.034 1.738 0.627 -0.441
H -1.772 3.424 0.481 0.187
H -3.239 2.460 0.196 0.138
H -2.426 2.387 1.784 0.157
H -0.571 0.606 -1.352 0.181
H -1.991 1.593 -1.699 0.138
H -0.678 3.887 -1.585 -0.077
H 0.470 2.545 -2.526 -0.062
H 1.545 3.941 -0.259 0.186
H 0.659 2.766 0.724 0.197
H 1.722 0.922 -0.674 0.162
H 2.800 2.168 -1.334 0.147
C 0.284 -2.219 1.694 -0.417
C -0.888 -3.116 1.275 -0.400
C -0.944 -3.094 -0.255 -0.676
S 0.749 -2.798 -0.808 2.169
O 0.791 -1.501 -1.421 -0.928
O 1.274 -3.954 -1.495 -0.957
C 1.465 -2.647 0.829 -0.671
H 0.514 -2.321 2.754 0.216
H 0.047 -1.171 1.497 0.249
H -0.716 -4.136 1.627 0.196
H -1.829 -2.769 1.699 0.224
H -1.290 -4.019 -0.708 0.238
H -1.520 -2.248 -0.627 0.262
H 2.261 -1.908 0.762 0.266
H 1.863 -3.622 1.111 0.224


41
Properties=species:S:1:pos:R:3:nbo_charge:R:1 method="wB97M-V/def2-TZVPD" e_homo_ha=-0.3435 total_charge=0 spin_multiplicity=1 gap_ha=0.3468 smiles="O=C[C@H](CS)NCO.O.O.O.O.O.O.O.O"
O -1.322 -0.521 -2.830 -0.577
C -2.143 -0.548 -1.943 0.448
C -1.883 -1.179 -0.566 -0.174
C -2.385 -0.264 0.587 -0.525
S -3.735 0.893 0.294 -0.008
N -0.447 -1.345 -0.336 -0.683
C 0.222 -2.305 -1.230 0.106
O 1.283 -1.662 -1.908 -0.752
H -3.171 -0.198 -2.093 0.143
H -2.302 -2.191 -0.525 0.228
H -2.696 -0.917 1.402 0.241
H -1.478 0.260 0.877 0.216
H -3.049 1.661 -0.581 0.130
H 0.030 -0.456 -0.300 0.385
H 0.693 -3.093 -0.653 0.158
H -0.502 -2.688 -1.946 0.165
H 0.981 -1.105 -2.633 0.498
O 1.936 1.061 -1.336 -0.977
H 1.763 0.359 -0.705 0.491
H 2.318 1.825 -0.898 0.487
O 1.187 -2.162 2.109 -0.957
H 1.106 -1.878 1.181 0.501
H 0.814 -3.051 2.050 0.474
O -0.537 2.589 2.065 -0.965
H -0.541 3.376 1.496 0.499
H -0.312 1.849 1.498 0.453
O -0.990 2.283 -2.430 -0.975
H -0.575 2.785 -3.138 0.480
H -0.733 1.363 -2.580 0.492
O 0.335 3.671 -0.146 -0.951
H 0.171 2.747 -0.383 0.486
H -0.198 4.130 -0.807 0.477
O 0.508 -0.537 4.175 -0.978
H 0.627 -1.056 3.349 0.495
H -0.299 -0.033 4.018 0.462
O 3.422 -1.290 -0.089 -0.980
H 3.343 -1.463 -1.032 0.503
H 3.777 -2.042 0.388 0.480
O 1.364 0.398 1.523 -1.000
H 2.210 -0.046 1.676 0.498
H 1.207 0.781 2.401 0.504